Entry 1:
55
Properties=species:S:1:pos:R:3:forces:R:3 method="wB97M-V/def2-TZVPD" e_homo_ev=-9.21 smiles="C=CC[C@H](CN)NC.O.O.O.O.O.O.O.O.O.O.O" gap_ev=9.60 e_above_lowest_kcal_mol=12.2 spin_multiplicity=1
C -3.449452 -3.351876 -0.369191 -0.083 -0.091 0.511
C -3.603113 -2.487904 0.643058 0.676 -0.809 -0.531
C -2.462479 -1.958443 1.467862 -1.066 1.100 -0.411
C -1.545622 -1.049914 0.616343 0.456 0.619 0.224
C -0.094839 -1.139163 1.144703 0.542 -0.437 0.020
N 0.777677 -0.423992 0.197573 0.138 1.796 0.591
N -2.007753 0.356307 0.729206 0.935 0.014 -0.306
C -3.176359 0.647153 -0.112983 -0.365 -1.591 0.905
H -4.291067 -3.761569 -0.902316 -0.326 0.176 -0.112
H -2.501609 -3.810108 -0.665066 -0.004 0.373 0.335
H -4.574206 -2.127203 0.898131 -0.696 0.046 -0.006
H -1.909055 -2.772943 1.840144 0.873 -1.152 0.342
H -2.847616 -1.431046 2.379514 0.411 -0.118 -0.959
H -1.522994 -1.365431 -0.501076 0.105 0.147 2.015
H 0.297964 -2.207613 1.185645 -0.854 1.195 -0.032
H -0.013913 -0.729435 2.198021 -0.216 -0.439 -1.015
H 0.792829 0.615577 0.431549 -0.012 -1.775 -0.406
H 1.748159 -0.724833 0.290986 -0.318 0.110 -0.001
H -1.224837 1.034525 0.550602 -1.039 -0.765 -0.145
H -2.983230 0.469177 -1.184777 -0.151 0.203 0.139
H -4.025230 -0.042766 0.216262 1.014 0.944 -0.560
H -3.504899 1.651980 0.073437 -0.089 0.529 -0.159
O 3.207881 2.250584 0.327964 2.306 -0.516 -1.661
H 2.742038 2.319916 1.118749 -1.208 0.181 2.499
H 2.636768 2.606476 -0.343036 -0.518 0.510 -0.878
O 1.478952 3.371784 -1.391884 -0.506 -1.170 -2.100
H 1.776351 4.195166 -1.770779 0.130 0.551 0.049
H 1.279181 2.789369 -2.244694 0.377 0.781 1.458
O 0.463840 -0.636671 -2.500291 -0.665 0.076 -0.791
H 0.392466 -0.449271 -1.527691 -0.054 -0.469 0.352
H -0.368921 -1.070618 -2.828566 0.654 0.373 0.622
O -2.024977 -1.658824 -2.770249 -0.914 -0.586 1.057
H -2.289879 -2.584688 -2.996364 0.198 1.223 0.558
H -2.340518 -1.464752 -1.823820 0.307 -0.806 -2.166
O 1.066834 1.763973 -3.498280 -0.501 0.922 0.272
H 1.881254 1.554469 -3.948654 0.263 -0.381 -0.086
H 0.689380 0.947422 -3.106025 0.323 -0.455 -0.276
O -0.864490 1.830794 3.138739 -0.124 -2.191 1.358
H -1.344660 1.129981 2.650210 0.103 0.265 0.138
H -1.050844 2.586993 2.637508 -0.378 1.908 -1.246
O 3.025462 -1.318649 -2.246562 1.604 1.464 0.142
H 2.119896 -1.103778 -2.422062 -1.553 0.160 -0.336
H 3.094848 -2.244125 -2.241089 0.114 -1.911 -0.070
O 1.749253 1.767176 2.514381 -0.435 0.116 0.624
H 0.880109 1.730932 2.978051 0.269 0.095 -0.032
H 2.077836 0.843662 2.542396 0.204 -0.143 0.004
O -0.014652 2.573004 0.662929 0.104 -0.343 1.021
H 0.375546 2.985058 -0.107815 0.246 0.439 -0.573
H 0.742397 2.404954 1.291554 -0.706 0.142 -0.602
O 3.843255 -0.338851 0.117477 0.399 -0.830 0.559
H 3.763671 0.623925 0.110667 -0.162 0.695 -0.197
H 3.619146 -0.687543 -0.762832 -0.006 0.082 -0.196
O 2.757864 -0.703597 2.524427 1.555 -0.173 -0.633
H 3.498908 -0.722962 3.160869 -0.628 -0.034 -0.243
H 3.257426 -0.681804 1.627119 -0.730 -0.051 0.933

---

Entry 2:
13
Properties=species:S:1:pos:R:3:forces:R:3 method="wB97M-V/def2-TZVPD" e_homo_ev=-14.82 total_charge=+1 gap_ev=11.10 e_above_lowest_kcal_mol=45.2 spin_multiplicity=1
C -0.967080 -0.949405 1.667744 -0.895 0.731 1.490
C -1.503472 -0.182001 0.734620 6.812 -0.270 -0.804
C 0.959977 -0.439478 0.644713 -0.295 0.036 -1.396
N 0.416204 -1.111377 1.637308 -0.070 -1.322 2.430
N 0.147435 0.244996 -0.093844 -4.393 -1.022 1.624
Si 0.306695 0.893856 -1.774954 1.142 -0.521 0.440
H -1.561294 -1.160206 2.572169 0.532 -0.713 -0.605
H -2.403350 -0.016418 0.285387 -2.029 0.961 -1.062
H 1.966492 -0.645561 0.354188 0.786 0.399 0.154
H 0.954279 -1.675856 2.365916 -1.079 1.208 -1.569
H 1.703189 1.492347 -1.502109 -1.081 -0.184 -0.830
H -0.856664 1.805209 -2.041842 0.627 -0.414 0.126
H 0.331244 -0.442972 -2.507811 -0.058 1.111 0.002

---

Entry 3:
53
Properties=species:S:1:pos:R:3:forces:R:3 method="wB97M-V/def2-TZVPD" e_homo_ev="-13.42 / -13.56" total_charge=+2 gap_ev="5.86 / 5.56" spin_multiplicity=2
Ti 0.830519 -1.134288 0.862210 1.698 0.504 0.174
O -1.475091 -3.645868 -1.410765 -0.068 0.049 -0.047
C -0.974980 -2.814609 -0.551512 -0.114 -0.104 -0.167
O 0.181814 -2.877147 -0.124168 0.159 -0.139 -0.150
C -1.874124 -1.788446 0.031152 -0.111 0.074 -0.217
C -3.251312 -1.710653 -0.081334 -0.125 -0.048 -0.007
C -3.932756 -0.922669 0.838146 0.056 -0.119 -0.084
C -3.235202 -0.394976 1.921167 0.127 0.014 0.264
C -1.858734 -0.516529 1.955864 -0.118 0.003 -0.239
N -1.188284 -1.061031 0.920031 -1.192 -0.397 0.581
C -0.927487 -0.426168 3.130494 -0.175 0.190 0.161
O -1.284237 0.051718 4.290724 -0.126 0.070 -0.178
O 0.172737 -0.930174 2.982940 0.151 0.037 -0.132
H -0.820694 -4.324505 -1.662896 -0.057 0.016 -0.008
H -3.775482 -2.291352 -0.828508 0.011 -0.006 0.001
H -5.006755 -0.814480 0.781114 -0.001 -0.002 -0.002
H -3.781971 0.052245 2.741594 0.005 0.030 -0.022
H -2.162458 0.462848 4.295079 0.061 -0.011 0.042
Cl 6.912311 0.308142 4.357718 -0.045 -0.005 -0.028
C 5.415337 0.311379 3.504609 0.155 -0.088 0.075
C 4.890560 -0.896410 3.058019 -0.080 0.209 -0.023
C 3.691568 -0.818750 2.387875 0.017 -0.236 -0.035
Cl 2.913558 -2.304136 1.773760 0.207 0.086 0.133
C 2.993880 0.357588 2.137283 -0.097 -0.106 0.038
O 1.833614 0.292140 1.479657 -0.080 -0.095 -0.022
C 3.552010 1.543928 2.605947 0.189 -0.118 0.072
Cl 2.727670 3.024669 2.334328 -0.048 0.033 -0.025
C 4.761303 1.515109 3.285315 -0.078 0.032 -0.045
H 5.396040 -1.833064 3.239603 0.007 -0.011 -0.005
H 5.194569 2.436006 3.649148 -0.010 0.009 -0.003
C 2.903910 0.536113 -2.618924 -0.009 -0.008 0.042
C 2.612813 -0.090384 -1.428045 0.001 0.080 0.041
N 1.366715 -0.515972 -1.145588 -0.395 -0.169 0.099
C 0.398266 -0.306684 -2.036450 0.000 0.020 -0.061
C 0.579492 0.377158 -3.225269 0.047 -0.015 -0.031
C 1.876708 0.778347 -3.523640 -0.027 -0.025 -0.037
C -0.545966 0.626579 -4.144391 0.046 -0.002 0.006
C -1.792543 1.011941 -3.858886 -0.027 -0.063 0.004
C -2.405930 1.365017 -2.562998 0.130 0.009 -0.056
C -3.763011 1.659974 -2.505638 -0.072 -0.010 0.076
C -4.300843 1.967760 -1.264980 0.019 0.048 -0.097
N -3.557139 2.017746 -0.160866 0.010 0.034 -0.039
C -2.262058 1.778777 -0.334826 -0.021 0.011 0.042
N -1.650041 1.431183 -1.454444 -0.133 0.145 0.025
H 3.915924 0.850275 -2.828686 0.006 -0.010 0.006
H 3.365556 -0.259801 -0.669197 0.032 0.023 -0.045
H -0.591662 -0.663929 -1.793005 0.055 -0.062 -0.034
H 2.080970 1.290763 -4.455698 0.020 0.004 0.007
H -0.310165 0.479568 -5.193149 -0.002 0.050 -0.006
H -2.461881 1.116392 -4.704848 -0.032 0.015 0.023
H -4.383238 1.642614 -3.390877 0.013 0.010 -0.012
H -5.355982 2.190609 -1.156133 -0.006 -0.018 0.016
H -1.637820 1.865436 0.551941 0.028 0.061 -0.075

---

Entry 4:
60
Properties=species:S:1:pos:R:3:forces:R:3 method="wB97M-V/def2-TZVPD" e_homo_ev="-7.40 / -7.40" gap_ev="5.33 / 5.32" spin_multiplicity=1
Co -0.109679 -0.339565 -0.350859 0.286 0.408 0.617
C 1.031494 -5.258606 3.879341 -0.014 0.076 -0.044
C 1.166870 -4.005681 3.050102 -0.038 -0.064 0.052
C 2.251044 -3.794042 2.211837 0.041 0.086 -0.050
C 2.341989 -2.633887 1.460277 0.067 -0.268 -0.073
C 1.350487 -1.654240 1.503873 0.037 0.261 -0.225
N 1.412386 -0.531583 0.661864 -0.570 -0.444 -0.524
C 2.543393 0.235979 0.443391 -0.115 0.135 0.056
C 3.709771 0.011478 1.190281 0.076 -0.049 0.054
C 4.900654 0.647476 0.894012 -0.030 -0.068 0.098
C 4.988298 1.561361 -0.143959 0.181 0.077 -0.051
C 6.286689 2.237691 -0.516109 -0.138 0.003 0.026
C 3.807902 1.883573 -0.790007 -0.062 0.112 -0.016
C 2.585553 1.286231 -0.494509 0.005 -0.052 0.020
C 1.302704 1.877237 -1.096817 0.064 0.071 -0.056
O 0.130312 1.427399 -0.541209 -0.232 -0.160 0.338
C 1.234201 1.595668 -2.632042 -0.068 0.071 0.191
F 2.414720 1.575844 -3.247604 0.060 0.046 -0.121
F 0.451360 2.462404 -3.277382 -0.096 -0.079 -0.066
F 0.686895 0.362314 -2.803285 0.012 -0.148 0.036
C 1.279347 3.425214 -0.859122 -0.037 -0.222 -0.001
F 1.712901 3.722472 0.364134 0.034 0.032 0.145
F 0.050180 3.917944 -0.978396 -0.069 0.037 -0.083
F 2.059431 4.077462 -1.741660 0.118 0.086 -0.082
C 0.231636 -1.865976 2.325994 -0.046 -0.034 0.150
C 0.179545 -3.027887 3.091219 -0.073 0.042 0.057
C -0.892605 -0.809214 2.329693 0.184 -0.153 0.219
O -1.281307 -0.414303 1.068248 0.464 0.197 -0.847
C -2.207913 -1.360510 2.973862 -0.005 -0.020 -0.267
F -2.558106 -2.534679 2.394813 0.029 -0.036 -0.018
F -2.119793 -1.586425 4.286948 0.101 -0.001 0.167
F -3.229003 -0.534939 2.782943 -0.084 0.112 -0.075
C -0.434750 0.415361 3.186390 -0.095 -0.038 -0.178
F 0.015310 0.015091 4.385194 0.051 -0.014 0.143
F 0.545841 1.083985 2.590484 0.059 0.140 0.059
F -1.439824 1.273414 3.393592 -0.010 0.020 0.035
H 1.941212 -5.856917 3.843089 -0.001 0.013 -0.003
H 0.206556 -5.880010 3.522060 0.019 0.013 -0.005
H 0.824364 -5.018978 4.923376 0.016 0.007 -0.008
H 3.032149 -4.542812 2.133818 -0.004 0.032 0.020
H 3.191112 -2.482323 0.806066 -0.035 -0.019 -0.011
H 3.667043 -0.672623 2.025511 0.070 0.015 -0.035
H 5.778530 0.429698 1.492845 -0.030 -0.025 0.003
H 7.132423 1.776688 -0.006125 -0.019 -0.010 -0.002
H 6.272656 3.296659 -0.248103 -0.004 -0.020 0.014
H 6.467193 2.180714 -1.590893 0.005 -0.025 0.014
H 3.843814 2.666194 -1.535783 -0.043 -0.013 -0.014
H -0.651046 -3.196622 3.761055 -0.025 0.005 -0.025
Se 2.786897 -3.611781 -2.440624 0.389 0.020 -0.142
N 1.831079 -4.946967 -1.793387 -0.117 0.076 0.006
C 0.752607 -4.396590 -1.275169 -0.236 -0.167 0.193
C -0.313898 -5.106920 -0.631176 0.295 -0.044 -0.165
C -1.351507 -4.385588 -0.166765 -0.252 0.245 -0.041
C -1.358243 -2.957518 -0.294886 -0.309 -0.210 0.043
N -0.408193 -2.256419 -0.836644 0.497 -0.346 0.218
C 0.668021 -2.962416 -1.364757 -0.290 0.189 0.052
N 1.656172 -2.348631 -1.963839 -0.061 0.053 0.091
H -0.270541 -6.183992 -0.536450 0.066 0.023 -0.008
H -2.187692 -4.858716 0.328251 -0.017 0.061 -0.001
H -2.183644 -2.385991 0.103597 0.001 -0.038 0.119

---

Entry 5:
12
Properties=species:S:1:pos:R:3:forces:R:3 method="wB97M-V/def2-TZVPD" e_homo_ev=-9.88 smiles="F[C@H](I)C(F)(F)F.C=O" gap_ev=10.32 e_above_lowest_kcal_mol=11.8 spin_multiplicity=1
F 1.889170 -1.147435 1.490755 0.422 -1.015 -0.370
C 0.659759 -0.772937 1.043758 -0.038 -0.908 -0.289
I -0.852027 -1.730876 2.183692 -0.090 0.185 0.456
C 0.374898 -1.203047 -0.450122 1.051 0.718 2.500
F 0.416631 -2.506439 -0.644418 0.048 -0.478 -0.110
F -0.793374 -0.733381 -0.802291 -1.376 0.017 -0.611
F 1.282486 -0.619181 -1.192500 1.195 0.413 -1.244
H 0.731693 0.284220 1.182212 -1.154 0.705 -0.347
C -0.945781 2.056583 -0.758646 2.389 1.894 1.647
O -0.759423 1.733566 0.384823 -0.422 -0.464 0.124
H -0.138480 2.695000 -1.192347 -0.458 -0.477 -0.661
H -1.865554 1.943927 -1.244916 -1.568 -0.590 -1.093

---

Entry 6:
12
Properties=species:S:1:pos:R:3:forces:R:3 method="wB97M-V/def2-TZVPD" e_homo_ev=-9.71 smiles="NC(N)(Br)C(=O)O" gap_ev=9.32 e_above_lowest_kcal_mol=25.2 spin_multiplicity=1
N 0.802073 0.753455 -1.265096 1.996 0.263 1.956
C 0.212371 0.241610 -0.176223 1.213 -0.160 2.811
N 0.673501 0.832651 1.061568 -3.088 -0.469 0.489
Br 0.918139 -1.987576 0.077636 0.054 0.079 -0.107
C -1.228603 -0.133091 -0.310082 -2.202 0.087 -0.560
O -1.847232 0.328077 -1.243539 0.785 -0.377 0.520
O -1.930951 -0.884924 0.572164 0.777 -0.511 1.314
H 0.423844 0.470570 -2.115089 -0.468 -0.595 -1.733
H 1.839335 0.746406 -1.139326 -1.368 0.312 -0.715
H 1.556647 0.516317 1.344682 1.732 -0.429 -0.128
H 0.087557 0.603996 1.920450 0.518 0.268 -1.919
H -1.506680 -1.487490 1.272856 0.049 1.532 -1.927